ORCA calculation (wB97M-V/def2-TZVPD) on C14H46O9 as an isolated structure at a distorted geometry.

Last column: natural (NBO) charge in e.
Atoms and positions in Å:
C (0.7575, 4.4690, -0.4254)  -0.6666
C (1.0173, 2.9817, -0.7603)  -0.0929
O (2.3223, 2.8412, -1.1896)  -0.7134
H (-0.1972, 4.7647, 0.0097)  0.2099
H (0.7480, 5.0034, -1.3754)  0.2110
H (1.5760, 4.7230, 0.2481)  0.2125
H (0.2698, 2.5550, -1.4291)  0.1717
H (0.8890, 2.4141, 0.1613)  0.1957
H (2.3687, 3.1054, -2.1114)  0.4688
C (0.4761, 2.2421, 1.9348)  -0.7254
C (-0.7391, 2.1210, 2.7865)  -0.1081
O (-1.9697, 2.2130, 2.0962)  -0.7114
H (0.6971, 1.3878, 1.2949)  0.2769
H (1.3271, 2.3362, 2.6094)  0.2479
H (0.4774, 3.1019, 1.2649)  0.2440
H (-0.8124, 2.9311, 3.5121)  0.1904
H (-0.6265, 1.2051, 3.3666)  0.1989
H (-2.6779, 2.4244, 2.7089)  0.5201
C (0.1193, -2.3875, -3.1275)  -0.6541
C (0.0216, -2.9753, -1.7392)  -0.0593
O (-0.0036, -1.8709, -0.8916)  -0.7322
H (0.9589, -1.7197, -3.3203)  0.2496
H (-0.8676, -1.9278, -3.1807)  0.2071
H (0.1593, -3.1322, -3.9223)  0.1965
H (0.8616, -3.6276, -1.5005)  0.1771
H (-0.9023, -3.5495, -1.6694)  0.1716
H (0.7230, -1.3476, -1.2376)  0.4603
C (2.1957, -0.6834, 0.7298)  -0.6443
C (1.2020, -0.6995, 1.8062)  -0.0794
O (0.9352, -2.0765, 1.9211)  -0.7102
H (2.3701, 0.3562, 0.4525)  0.2030
H (1.7047, -1.1056, -0.1470)  0.2181
H (3.1432, -1.1848, 0.9273)  0.2189
H (0.2873, -0.1110, 1.7345)  0.1771
H (1.7603, -0.3645, 2.6803)  0.1430
H (0.0037, -2.2903, 2.0118)  0.4144
C (-3.0011, -2.3570, -1.7786)  -0.6276
C (-2.6356, -1.7103, -0.3894)  -0.0910
O (-1.6445, -0.7220, -0.6851)  -0.7742
H (-3.2269, -1.6823, -2.6044)  0.2172
H (-3.9442, -2.8766, -1.6092)  0.2019
H (-2.1793, -2.9869, -2.1189)  0.1998
H (-2.3941, -2.4152, 0.4061)  0.1776
H (-3.4519, -1.1896, 0.1113)  0.1718
H (-0.8261, -1.2231, -0.6580)  0.4111
C (-1.6768, -0.1082, 1.9380)  -0.7118
C (-1.5113, -1.5815, 2.4236)  -0.0251
O (-1.0571, -1.6234, 3.6770)  -0.6946
H (-1.9748, -0.1286, 0.8898)  0.2806
H (-0.6987, 0.3686, 1.8744)  0.2040
H (-2.3380, 0.5645, 2.4843)  0.1941
H (-0.8157, -2.0792, 1.7480)  0.1396
H (-2.5224, -1.9839, 2.3612)  0.1501
H (-1.7220, -1.1080, 4.1393)  0.4610
C (3.2601, -0.8184, -2.7621)  -0.6486
C (2.4470, -0.0924, -1.6636)  -0.1154
O (1.0574, -0.3868, -1.7935)  -0.7388
H (4.3050, -0.5235, -2.8585)  0.2136
H (2.8031, -0.5604, -3.7175)  0.1944
H (3.0093, -1.8769, -2.8327)  0.2011
H (2.5389, 0.9926, -1.7125)  0.2003
H (2.7895, -0.4588, -0.6958)  0.2024
H (0.6047, 0.0190, -1.0506)  0.4337
O (0.1789, 0.4020, -0.2619)  -0.9212
H (-0.3750, 1.1471, -0.0290)  0.4796
H (-0.4368, -0.3113, -0.4304)  0.4840
O (-1.3865, 1.6850, 0.2459)  -0.9111
H (-2.2914, 1.5732, -0.0455)  0.4944
H (-1.4599, 1.9298, 1.1684)  0.4599

Output
HOMO-LUMO gap   8.161 eV
Calculated total energy   -33666.583 eV
Highest occupied orbital energy   -8.29 eV
LUMO level   -0.13 eV

ORCA calculation (wB97M-V/def2-TZVPD) on a 10-piece molecular cluster, C14H48N12O14 overall at a distorted geometry.

Last column: Mulliken charge in e.
Atoms and positions in Å:
N (3.9631, 2.2153, -3.4077)  -0.4561
C (2.9096, 1.9579, -2.5751)  0.7383
N (3.1452, 0.8157, -1.8924)  -0.3847
O (1.8737, 2.6086, -2.5505)  -0.6857
H (4.8009, 1.6751, -3.4601)  0.1633
H (3.7387, 3.0500, -3.9319)  0.2824
H (4.1025, 0.6845, -1.6284)  0.3119
H (2.3855, 0.5726, -1.2646)  -0.0786
N (2.6084, -1.9573, -2.7839)  -0.3369
C (1.4440, -2.6250, -3.0174)  0.6681
N (1.6589, -3.9491, -3.1140)  -0.4054
O (0.3599, -2.0233, -3.0245)  -0.6989
H (2.5596, -0.9791, -2.5377)  0.4306
H (3.3944, -2.4656, -3.1454)  0.1843
H (0.8487, -4.4850, -3.3828)  0.2524
H (2.5440, -4.3400, -2.8592)  0.1709
N (2.6046, -2.1928, 2.3738)  -0.2225
C (2.1828, -3.1378, 1.5404)  0.4261
N (2.2123, -2.6446, 0.2414)  -0.2173
O (1.9297, -4.2979, 1.8592)  -0.6946
H (2.8819, -1.2874, 2.0332)  0.1762
H (2.8097, -2.3962, 3.3384)  0.2117
H (1.5139, -1.9343, 0.0585)  -0.0257
H (2.2815, -3.3907, -0.4344)  0.1813
N (-1.1143, 0.8963, 0.4270)  0.0115
C (-0.3463, -0.0631, -0.1355)  0.4097
N (-1.0291, -1.0963, -0.6284)  0.1772
O (0.8948, 0.0434, -0.1489)  -0.1155
H (-2.1069, 0.8091, 0.2899)  0.0410
H (-0.6712, 1.7367, 0.7574)  -0.0733
H (-0.3760, -1.6413, -1.1835)  -0.2185
H (-2.0164, -1.2300, -0.6715)  -0.2445
N (-3.7012, -3.4977, 2.2473)  -0.3489
C (-2.7319, -3.6875, 1.3181)  0.4568
N (-1.6232, -4.3258, 1.7439)  -0.3623
O (-2.7379, -3.0971, 0.2278)  -0.3307
H (-4.5491, -3.0476, 1.9245)  0.2569
H (-3.8153, -4.1240, 3.0266)  0.1634
H (-1.6853, -4.6758, 2.6827)  0.1555
H (-0.7997, -4.2793, 1.1701)  0.1342
N (-5.2996, 1.1006, 1.3479)  -0.4508
C (-5.0571, -0.2067, 1.0783)  0.5550
N (-4.5237, -0.4271, -0.1379)  -0.1942
O (-5.1066, -1.1561, 1.8574)  -0.6917
H (-5.7885, 1.1068, 2.2351)  0.2827
H (-5.4618, 1.6638, 0.5332)  0.2064
H (-3.9957, -1.2794, -0.2668)  -0.2042
H (-4.7595, 0.1872, -0.8986)  0.2220
O (-4.3139, -1.8776, -3.6090)  -0.5935
C (-3.7809, -2.7674, -2.6417)  0.8445
C (-2.7826, -3.8080, -3.1306)  -0.2298
O (-3.4143, -4.8970, -3.8299)  -0.5745
H (-3.9570, -1.0294, -3.3499)  0.3649
H (-3.3065, -2.0808, -1.9432)  -0.2797
H (-4.6172, -3.3093, -2.1869)  0.2321
H (-2.0618, -4.1541, -2.3896)  0.1470
H (-2.2153, -3.3597, -3.9497)  0.1649
H (-4.0641, -5.2457, -3.2086)  0.3373
O (0.3004, 4.0233, -0.1724)  -0.3761
C (-0.6764, 4.9716, -0.5933)  -0.3012
C (-0.1162, 5.7080, -1.8240)  -0.4377
O (1.0677, 6.4012, -1.5830)  -0.5414
H (0.5914, 3.4480, -0.8870)  0.2174
H (-1.5053, 4.3069, -0.8580)  0.2431
H (-0.9077, 5.6031, 0.2613)  0.2849
H (-0.8543, 6.4019, -2.2371)  0.3741
H (0.0870, 5.0703, -2.6935)  0.2240
H (1.7546, 5.7625, -1.3664)  0.3290
O (-1.5815, 2.6580, 5.0655)  -0.5466
C (-0.9318, 2.8092, 3.8153)  -0.5233
C (0.0364, 1.6184, 3.5583)  0.4450
O (1.1465, 1.6166, 4.4217)  -0.4993
H (-1.2885, 3.3519, 5.6610)  0.3282
H (-1.7892, 2.9061, 3.1448)  0.2316
H (-0.2893, 3.6891, 3.7346)  0.3423
H (0.3613, 1.6530, 2.5197)  -0.3260
H (-0.4699, 0.6518, 3.6392)  0.2317
H (0.8874, 1.5994, 5.3468)  0.2764
O (3.0827, 1.3016, 1.6576)  -0.4251
C (4.2435, 1.7288, 0.9350)  0.1029
C (5.4153, 1.8649, 1.9055)  -0.7662
O (4.9918, 2.6023, 3.0555)  -0.4800
H (2.3507, 1.1363, 1.0468)  0.1198
H (4.4217, 1.0685, 0.0880)  -0.0391
H (3.8674, 2.6397, 0.4589)  0.2850
H (6.1351, 2.5070, 1.3767)  0.3489
H (6.1335, 1.0798, 2.1519)  0.3665
H (5.6971, 3.1669, 3.3786)  0.2696

Output
HOMO-LUMO gap   9.506 eV
SMILES string   NC(N)=O.NC(N)=O.NC(N)=O.NC(N)=O.NC(N)=O.NC(N)=O.OCCO.OCCO.OCCO.OCCO
Calculated total energy   -61845.337 eV
Highest occupied orbital energy   -9.31 eV
LUMO level   0.20 eV

ORCA calculation (wB97M-V/def2-TZVPD) on a 10-piece molecular cluster, C14H48N4O10 overall at a distorted geometry.

Last column: Mulliken charge in e.
Atoms and positions in Å:
N (-2.3527, -3.7918, -2.2533)  -0.3366
C (-1.8984, -5.1868, -2.2567)  0.4570
N (-0.6945, -5.3084, -1.5951)  -0.3181
O (-2.5280, -6.1114, -2.7154)  -0.6107
H (-2.0881, -3.3173, -1.4373)  0.2045
H (-3.3262, -3.6815, -2.5494)  0.2726
H (-0.2094, -6.1800, -1.5813)  0.2072
H (-0.1431, -4.4794, -1.3398)  0.1836
N (0.0421, -0.3743, 0.8725)  0.1917
C (-0.7990, -0.9990, 0.0067)  0.2838
N (-1.2063, -0.2913, -1.0989)  0.1874
O (-1.1310, -2.1776, 0.1753)  -0.7522
H (0.2917, -0.8813, 1.7422)  0.3874
H (-0.0296, 0.6342, 1.0040)  -0.2413
H (-1.9309, -0.5502, -1.7001)  0.1332
H (-0.9019, 0.6704, -0.9906)  -0.0706
C (2.6467, -1.1880, -3.1026)  -0.8977
C (3.2152, 0.1156, -2.6194)  -0.3292
O (2.2636, 0.8478, -1.8086)  -0.2119
H (3.1514, -1.5845, -3.9189)  0.4751
H (1.5695, -1.0523, -3.3419)  -0.0065
H (2.6591, -1.9044, -2.2735)  0.2562
H (3.5177, 0.8223, -3.3938)  0.3872
H (4.1126, -0.1283, -2.0561)  0.2528
H (2.2759, 0.4496, -0.9374)  0.2124
C (4.9039, 1.2339, 1.5546)  -1.4621
C (3.5534, 0.6127, 1.5673)  0.5397
O (3.2486, -0.2149, 0.4619)  -0.5605
H (5.0163, 1.9952, 2.3318)  0.3636
H (5.1349, 1.7160, 0.5918)  0.3338
H (5.6343, 0.4209, 1.6803)  0.3293
H (2.8556, 1.4568, 1.6139)  -0.0449
H (3.4983, 0.0678, 2.4996)  0.2209
H (2.3627, -0.5292, 0.5771)  0.1552
C (-0.2295, 2.9149, 4.4864)  -1.2580
C (1.0141, 2.3122, 3.8142)  0.3164
O (0.7943, 0.9200, 3.8233)  -0.3347
H (-0.4251, 3.9609, 4.2349)  0.3496
H (-0.1316, 2.7556, 5.5784)  0.3423
H (-1.1056, 2.3300, 4.1877)  0.2522
H (1.8968, 2.5448, 4.3914)  0.3510
H (1.0951, 2.6553, 2.7920)  -0.1596
H (1.6137, 0.4632, 3.7350)  0.1765
C (-4.7160, -0.1279, 0.6437)  -1.0157
C (-4.0525, -0.5136, 1.9294)  -0.0781
O (-3.8026, -1.8895, 2.1326)  -0.6003
H (-5.3965, 0.6968, 0.8008)  0.3693
H (-5.2647, -0.9493, 0.2481)  0.3452
H (-3.9887, 0.0081, -0.2030)  0.1295
H (-4.7154, -0.2221, 2.6992)  0.4804
H (-3.1054, 0.0272, 2.1950)  0.0156
H (-3.1507, -2.0881, 1.4283)  0.2862
C (-0.7539, 3.8973, 0.5666)  -0.6219
O (-0.5804, 3.1070, -0.6315)  -0.3546
H (0.0558, 3.8594, 1.2899)  0.2017
H (-0.8090, 5.0034, 0.2500)  0.2883
H (-1.6858, 3.5176, 0.9255)  0.2311
H (0.2634, 3.3196, -0.9968)  0.2759
C (-1.1965, -0.3574, -4.3430)  -0.2343
O (-2.4306, -0.9035, -3.8570)  -0.5707
H (-1.4682, 0.3786, -5.0396)  0.3318
H (-0.6849, 0.1437, -3.5404)  -0.1122
H (-0.4773, -1.0959, -4.7877)  0.2677
H (-2.2949, -1.8193, -3.6639)  0.3142
C (-0.4532, -2.9922, 3.5572)  -0.7174
O (-0.3328, -1.5334, 3.2611)  -0.4114
H (-0.2832, -2.9924, 4.6008)  0.3784
H (-1.4787, -3.3088, 3.3661)  0.2304
H (0.2890, -3.6251, 2.9729)  0.2314
H (-0.7739, -1.1098, 3.9846)  0.2099
C (0.7819, 3.1925, -3.6923)  -0.4545
O (1.2767, 3.9068, -2.5698)  -0.6454
H (-0.2880, 2.9253, -3.6128)  0.1919
H (0.8715, 3.8767, -4.5178)  0.3834
H (1.3564, 2.2630, -3.8948)  0.1094
H (2.0524, 3.4374, -2.2537)  0.3171

Output
HOMO-LUMO gap   10.055 eV
SMILES string   NC(N)=O.NC(N)=O.CCO.CCO.CCO.CCO.CO.CO.CO.CO
Calculated total energy   -41730.723 eV
Highest occupied orbital energy   -9.73 eV
LUMO level   0.33 eV

ORCA calculation (wB97M-V/def2-TZVPD) on a 10-piece molecular cluster, C14H48O10 overall at a distorted geometry.

Last column: Mulliken charge in e.
Atoms and positions in Å:
C (-0.3561, 4.4002, -4.4887)  -1.2045
C (-0.3948, 2.8396, -4.6192)  0.2680
C (0.5140, 2.1567, -3.5753)  -0.8086
O (-1.7335, 2.4754, -4.3025)  -0.5839
H (-0.8872, 4.9038, -5.2970)  0.3865
H (0.6791, 4.7429, -4.4907)  0.3447
H (-0.8085, 4.7631, -3.5657)  0.2960
H (-0.1374, 2.4914, -5.6200)  0.3394
H (1.5178, 2.5722, -3.4905)  0.3986
H (0.6446, 1.0940, -3.7817)  0.3280
H (-0.0014, 2.2115, -2.6159)  -0.0969
H (-2.2754, 2.7826, -5.0338)  0.3067
C (2.4996, -4.4324, -1.6153)  -1.2883
C (2.1352, -3.2169, -0.7796)  0.6714
C (2.5357, -3.4597, 0.7151)  -1.1972
O (2.7755, -2.0196, -1.1962)  -0.5295
H (1.6287, -5.0882, -1.6276)  0.3490
H (3.3498, -4.9686, -1.1943)  0.3098
H (2.7274, -4.1694, -2.6485)  0.3794
H (1.0729, -2.9750, -0.8360)  0.1987
H (2.3381, -2.5867, 1.3388)  0.0302
H (3.5716, -3.7458, 0.8964)  0.3970
H (1.9047, -4.1910, 1.2216)  0.3917
H (2.4813, -1.8097, -2.0860)  0.2871
C (-1.1497, 0.5834, 0.2233)  -1.1960
C (0.3645, 0.7957, 0.4537)  0.2897
O (0.6806, 1.7673, 1.4456)  -0.6220
H (-1.6908, 1.5086, 0.0228)  0.3899
H (-1.6457, 0.1141, 1.0736)  0.1979
H (-1.3856, -0.0778, -0.6112)  0.4283
H (0.9319, 1.0952, -0.4290)  0.2588
H (0.8217, -0.1534, 0.7400)  -0.0348
H (1.6207, 1.7577, 1.6584)  0.2655
C (4.5565, -0.0469, 1.4464)  -1.1329
C (3.8298, 0.8321, 2.3807)  0.1634
O (3.2492, 1.9387, 1.6842)  -0.5516
H (4.9395, -0.9107, 1.9897)  0.3218
H (5.3751, 0.5008, 0.9783)  0.4167
H (3.8648, -0.3199, 0.6490)  0.2365
H (4.5110, 1.1632, 3.1663)  0.3392
H (2.9708, 0.4228, 2.9131)  -0.0131
H (3.9740, 2.4395, 1.3012)  0.2740
C (1.2623, -1.6091, 4.8074)  -1.0437
C (0.1348, -1.9429, 3.7930)  0.4849
O (0.0356, -3.3620, 3.8630)  -0.5411
H (2.1311, -2.2559, 4.6907)  0.2673
H (0.8873, -1.7175, 5.8256)  0.4310
H (1.5372, -0.5602, 4.6898)  0.2290
H (0.4434, -1.6842, 2.7803)  -0.1999
H (-0.8344, -1.5021, 4.0266)  0.0568
H (-0.3105, -3.5095, 4.7469)  0.3226
C (-4.6950, -1.8485, -2.7630)  -1.1076
C (-4.6790, -1.9879, -1.2624)  0.0108
O (-5.4196, -0.8916, -0.7943)  -0.5074
H (-3.9748, -2.4656, -3.3001)  0.3536
H (-4.5250, -0.7974, -2.9949)  0.2580
H (-5.6774, -2.1876, -3.0930)  0.2940
H (-3.6254, -1.9810, -0.9784)  0.1624
H (-5.0825, -2.9671, -1.0007)  0.2830
H (-5.3190, -0.7632, 0.1518)  0.2620
O (-3.3359, -0.0499, 3.3162)  -0.5941
H (-4.1662, -0.0440, 2.8376)  0.2529
H (-3.4501, -0.7227, 3.9893)  0.2745
O (-1.5637, 2.1000, 3.2734)  -0.6790
H (-0.8286, 1.8286, 2.7192)  0.3367
H (-2.1430, 1.3358, 3.2970)  0.3772
O (-2.7599, 3.3455, -1.6727)  -0.6033
H (-3.5323, 2.7781, -1.6721)  0.2811
H (-2.3247, 3.1597, -2.5073)  0.3452
O (-0.2644, 4.2192, 0.1893)  -0.6653
H (-0.1437, 3.3296, 0.5289)  0.3853
H (0.6235, 4.5724, 0.1196)  0.2685

Output
HOMO-LUMO gap   9.907 eV
SMILES string   CC(C)O.CC(C)O.CCO.CCO.CCO.CCO.O.O.O.O
Calculated total energy   -35769.784 eV
Highest occupied orbital energy   -9.79 eV
LUMO level   0.11 eV